Computed, not measured: C3H8N2O2 in the gas phase in a non-equilibrium geometry, with ωB97M-V/def2-TZVPD.

Values from the calculation:
- Energy above the lowest of the compared OMol25 structures with the same formula, charge and spin: 195.9 kJ/mol
- LUMO: 0.740 eV
- E_HOMO: -0.3439 hartree
- Kohn-Sham gap: 10.1 eV
- SMILES: NC(=O)CNCO

XYZ file:
```
15
Properties=species:S:1:pos:R:3:forces:R:3:mulliken_charge:R:1
N -0.230 -0.765 -2.643 -0.3 1.0 3.2 -0.420
C 0.040 0.165 -1.610 0.7 -1.1 -1.5 0.426
O 0.608 1.224 -1.836 -0.7 -0.8 0.4 -0.596
C -0.159 -0.394 -0.197 -1.6 -0.6 -0.3 -0.374
N -0.008 0.721 0.704 -0.2 -3.2 1.3 -0.280
C 0.603 0.476 1.977 -0.9 0.0 2.4 -0.167
O -0.456 -0.248 2.749 1.3 -0.1 -0.8 -0.533
H 0.140 -0.476 -3.507 -0.2 0.1 -1.3 0.244
H -1.076 -1.304 -2.498 0.5 0.0 -0.7 0.232
H -1.144 -1.037 -0.099 1.5 1.4 -0.2 0.196
H 0.617 -1.144 -0.116 0.5 -0.2 0.3 0.270
H 0.006 1.470 0.108 1.0 3.1 -0.4 0.216
H 1.545 -0.156 2.083 -1.1 0.7 -0.8 0.227
H 0.678 1.357 2.671 0.6 -0.1 -1.6 0.250
H -1.163 0.113 2.216 -1.0 -0.2 0.3 0.311
```
Positions in Å, forces in eV/Å.

Computed, not measured: C3H8N2O2 in the gas phase, with ωB97M-V/def2-TZVPD.

Values from the calculation:
- Energy above the lowest of the compared OMol25 structures with the same formula, charge and spin: 26.1 kJ/mol
- LUMO: 0.593 eV
- E_HOMO: -0.3547 hartree
- Kohn-Sham gap: 10.2 eV
- SMILES: NC(=O)NCCO

XYZ file:
```
15
Properties=species:S:1:pos:R:3:forces:R:3:mulliken_charge:R:1
N -1.876 1.688 -0.800 -0.1 0.0 0.0 -0.445
C -0.941 0.691 -0.678 0.1 -0.1 -0.1 0.634
O -0.708 -0.065 -1.617 0.0 0.2 0.3 -0.705
N -0.275 0.612 0.521 -0.1 0.1 -0.1 -0.219
C 1.068 0.018 0.563 0.1 -0.1 -0.1 -0.685
C 1.129 -1.508 0.609 0.2 0.2 0.4 -0.396
O 0.696 -2.152 -0.554 -0.1 0.0 -0.1 -0.549
H -2.495 1.574 -1.588 0.1 0.0 0.1 0.253
H -2.256 2.164 0.003 0.1 -0.1 0.0 0.198
H -0.424 1.380 1.160 0.0 -0.1 -0.1 0.234
H 1.550 0.399 1.470 -0.1 -0.1 -0.2 0.422
H 1.647 0.366 -0.303 -0.1 0.0 0.1 0.294
H 0.581 -1.867 1.497 0.0 0.1 -0.2 0.240
H 2.189 -1.762 0.760 -0.2 0.0 0.0 0.288
H 0.115 -1.539 -1.043 0.1 -0.1 0.0 0.435
```
Positions in Å, forces in eV/Å.

Computed, not measured: C3H8N2O2 in the gas phase, with ωB97M-V/def2-TZVPD.

Values from the calculation:
- Energy above the lowest of the compared OMol25 structures with the same formula, charge and spin: 508.6 kJ/mol
- LUMO: 0.637 eV
- E_HOMO: -0.2799 hartree
- Kohn-Sham gap: 8.3 eV
- SMILES: C/C(O)=C(/N)NO

XYZ file:
```
15
Properties=species:S:1:pos:R:3:forces:R:3:mulliken_charge:R:1
C 1.781 0.218 0.356 -0.1 0.0 0.0 -1.065
C 0.537 -0.646 0.403 0.0 -0.2 -0.1 -0.081
O 0.447 -1.269 1.679 -0.1 0.1 -0.1 -0.490
C -0.683 -0.054 -0.089 0.0 0.0 -0.1 0.295
N -1.645 0.630 0.543 0.0 0.0 -0.1 -0.363
N -0.690 -0.395 -1.377 -0.4 0.5 -0.2 -0.253
O -1.426 0.487 -2.291 0.4 -0.3 0.5 -0.448
H 1.797 0.933 1.190 0.0 0.0 0.0 0.284
H 2.673 -0.405 0.440 0.0 0.0 0.0 0.285
H 1.842 0.783 -0.576 0.0 0.0 0.0 0.309
H 0.011 -2.120 1.562 0.1 0.1 0.0 0.319
H -1.552 0.788 1.532 0.0 0.0 -0.1 0.224
H -2.551 0.749 0.114 0.1 0.0 0.0 0.248
H 0.364 -1.002 -1.156 0.1 0.1 0.2 0.404
H -0.907 1.305 -2.331 0.0 -0.1 0.0 0.331
```
Positions in Å, forces in eV/Å.

Computed, not measured: a 2-piece molecular cluster, C3H8N2O2 overall in a non-equilibrium geometry, with ωB97M-V/def2-TZVPD.

Values from the calculation:
- Energy above the lowest of the compared OMol25 structures with the same formula, charge and spin: 918.0 kJ/mol
- LUMO (spin up / spin down): -1.026 / -0.288 eV
- E_HOMO (spin up / spin down): -0.3438 / -0.3115 hartree
- Kohn-Sham gap (spin up / spin down): 8.3 / 8.2 eV

XYZ file:
```
15
Properties=species:S:1:pos:R:3:forces:R:3:mulliken_charge:R:1
C -2.250 0.141 -0.249 -1.5 4.6 -1.1 -0.988
C 2.974 -0.692 0.587 -0.6 -1.4 0.4 -0.561
C -1.106 1.148 -0.188 2.0 -3.1 -1.7 -0.017
N -0.373 1.283 0.907 0.5 -0.1 1.6 -0.482
N 1.786 1.239 -0.357 -1.1 -2.2 -3.2 0.211
O 1.348 0.506 -1.306 3.1 2.0 4.1 -0.434
O 2.622 0.705 0.577 -0.2 -0.3 -0.8 -0.122
H -2.002 -0.812 -0.021 1.0 -3.0 0.5 0.348
H -2.843 0.579 0.588 -0.9 -0.9 -1.2 0.280
H -2.576 0.295 -1.358 -0.4 -0.7 2.3 0.267
H 2.126 -1.322 0.246 0.3 0.5 0.3 0.264
H 3.209 -0.964 1.660 -0.3 0.6 -1.3 0.248
H 3.817 -0.978 -0.064 -0.2 0.7 0.2 0.275
H -1.386 2.093 -0.527 -0.7 1.9 -1.0 0.445
H -0.341 0.665 -0.972 -1.1 1.3 0.8 0.266
```
Positions in Å, forces in eV/Å.

Computed, not measured: C3H8N2O2 in the gas phase in a non-equilibrium geometry, with ωB97M-V/def2-TZVPD.

Values from the calculation:
- Energy above the lowest of the compared OMol25 structures with the same formula, charge and spin: 136.3 kJ/mol
- LUMO: 0.720 eV
- E_HOMO: -0.3454 hartree
- Kohn-Sham gap: 10.1 eV
- SMILES: NC(=O)NCCO

XYZ file:
```
15
Properties=species:S:1:pos:R:3:forces:R:3:mulliken_charge:R:1
N 1.190 1.232 0.732 1.6 0.7 -0.6 -0.348
C 0.473 0.255 1.281 -4.8 0.1 2.0 0.481
O -0.285 0.518 2.291 2.8 -1.5 -2.6 -0.678
N 0.310 -0.909 0.503 -0.1 1.7 1.8 -0.169
C 0.451 -0.838 -0.924 3.3 -1.5 -0.4 -0.323
C -0.673 -0.705 -1.844 -1.0 0.3 -0.7 -0.581
O -1.436 0.436 -1.589 -1.2 0.1 2.0 -0.519
H 2.008 1.094 0.157 -0.3 -0.3 0.1 0.237
H 1.137 2.120 1.169 -0.1 0.4 0.5 0.215
H -0.105 -1.674 1.033 0.0 0.3 -0.7 0.210
H 0.989 -1.785 -1.155 -0.1 0.6 -0.6 0.330
H 1.075 0.005 -1.221 0.5 -0.3 0.6 0.144
H -0.375 -0.651 -2.895 0.5 0.1 0.2 0.346
H -1.206 -1.603 -1.781 -1.7 -1.4 0.1 0.337
H -1.759 0.329 -0.642 0.4 0.5 -1.7 0.318
```
Positions in Å, forces in eV/Å.

Computed, not measured: a 2-piece molecular cluster, C3H8N2O3S overall in a non-equilibrium geometry, with ωB97M-V/def2-TZVPD.

Values from the calculation:
- Energy above the lowest of the compared OMol25 structures with the same formula, charge and spin: 251.0 kJ/mol
- LUMO: 0.734 eV
- E_HOMO: -0.3273 hartree
- Kohn-Sham gap: 9.6 eV

XYZ file:
```
17
Properties=species:S:1:pos:R:3:forces:R:3:mulliken_charge:R:1
C -2.200 -0.672 -0.167 -1.6 0.5 -0.6 -0.404
C -1.125 0.261 -0.686 -0.5 2.3 -1.4 -0.443
C -0.747 0.017 1.420 1.5 -0.2 0.2 -0.205
N -1.906 -0.705 1.245 -0.6 1.4 0.3 -0.340
N -0.213 0.523 0.390 -1.0 1.2 0.7 -0.283
O 2.355 0.708 -1.607 -3.5 0.8 3.0 -0.477
O 2.521 1.069 0.914 0.0 0.0 -1.3 -0.520
O 3.472 -1.055 -0.257 -1.3 1.3 0.6 -0.594
S 2.254 -0.226 -0.192 2.2 1.0 -0.8 0.909
H -3.168 -0.244 -0.443 -0.2 0.3 0.7 0.225
H -2.351 -1.676 -0.556 1.0 -0.3 -0.3 0.306
H -0.528 -0.207 -1.396 0.9 -0.7 -2.0 0.229
H -1.492 1.307 -1.143 0.5 -2.5 1.0 0.270
H -0.162 0.095 2.328 -0.6 -0.3 0.5 0.413
H -1.939 -1.597 1.636 -0.1 -1.4 1.1 0.265
H 3.063 0.433 -2.107 2.9 -1.3 -1.7 0.291
H 2.166 1.969 0.622 0.4 -2.1 0.1 0.357
```
Positions in Å, forces in eV/Å.

Computed, not measured: C3H8N2O3S as an isolated structure in a non-equilibrium geometry, with ωB97M-V/def2-TZVPD.

Values from the calculation:
- Energy above the lowest of the compared OMol25 structures with the same formula, charge and spin: 634.6 kJ/mol
- LUMO: 0.411 eV
- E_HOMO: -0.3829 hartree
- Kohn-Sham gap: 10.8 eV

XYZ file:
```
17
Properties=species:S:1:pos:R:3:forces:R:3:mulliken_charge:R:1
C -0.992 1.973 0.257 0.9 1.1 0.3 -1.018
C -0.509 -2.240 -0.290 -1.0 0.7 2.7 -1.048
C -0.934 0.666 -0.462 3.8 -0.1 1.3 -0.707
N 1.686 -0.895 -0.225 -1.8 -1.2 0.3 -0.645
N 2.327 0.243 -0.024 0.1 -0.6 -2.0 1.180
O 3.466 0.291 -0.367 1.6 0.5 0.4 -0.644
O 1.617 1.183 0.299 0.2 2.2 1.3 -0.687
O 0.088 -0.655 1.809 -0.6 0.3 1.1 -0.644
S 0.180 -0.643 0.386 0.6 -1.9 -1.4 1.172
H -1.229 1.803 1.326 -0.7 0.3 -0.7 0.307
H 0.043 2.370 0.349 -1.0 0.2 -0.6 0.330
H -1.669 2.677 -0.339 0.8 -0.9 1.3 0.321
H -0.640 -2.082 -1.333 -0.4 -0.1 -0.9 0.359
H 0.188 -3.075 -0.075 -0.3 0.8 -0.1 0.370
H -1.489 -2.386 0.330 1.7 0.2 -1.5 0.353
H -0.373 0.657 -1.386 -0.9 0.1 -0.8 0.419
H -1.761 0.114 -0.256 -3.0 -1.5 -0.8 0.585
```
Positions in Å, forces in eV/Å.

Computed, not measured: C3H8N2O4S3 in the gas phase in a non-equilibrium geometry, with ωB97M-V/def2-TZVPD.

Values from the calculation:
- Energy above the lowest of the compared OMol25 structures with the same formula, charge and spin: 0.0 kJ/mol
- LUMO: 0.508 eV
- E_HOMO: -0.3147 hartree
- Kohn-Sham gap: 9.1 eV
- SMILES: COC(=NSO[S@@](N)(=O)=S)OC

XYZ file:
```
20
Properties=species:S:1:pos:R:3:forces:R:3:mulliken_charge:R:1
C 3.213 1.232 0.527 -1.6 -0.5 -0.3 -0.719
O 2.442 0.202 -0.071 -0.5 -1.2 -0.9 -0.407
C 1.144 0.360 -0.320 0.6 -0.9 0.6 0.911
N 0.558 1.405 0.041 -1.6 1.4 -0.8 -0.446
S -0.911 2.009 -0.437 -0.2 -0.9 0.2 0.119
O -1.963 0.764 -1.107 0.4 0.3 1.4 -0.363
S -2.905 -0.212 -0.194 1.2 -0.4 0.9 1.055
N -3.814 0.714 0.776 -1.5 1.6 -2.1 -0.531
O -3.719 -0.781 -1.193 -1.1 -0.6 -1.4 -0.587
S -2.027 -1.388 1.030 0.7 0.2 -0.2 -0.384
O 0.554 -0.734 -0.808 1.6 -0.9 0.6 -0.248
C 1.354 -1.959 -0.539 -1.7 -1.6 -1.2 -0.738
H 2.489 1.666 1.258 1.6 0.2 0.0 0.364
H 3.538 1.866 -0.264 -0.1 1.3 -0.4 0.274
H 4.080 0.648 0.744 0.6 0.2 1.5 0.248
H -4.754 0.820 0.332 1.1 0.1 0.7 0.288
H -3.834 0.392 1.705 0.1 -0.4 1.2 0.277
H 2.396 -1.838 -0.764 0.2 0.2 -0.4 0.340
H 0.874 -2.754 -1.175 0.6 1.1 0.3 0.257
H 1.286 -2.411 0.460 -0.4 1.1 0.2 0.288
```
Positions in Å, forces in eV/Å.